Record 1
{"formula": "C29H26N2O5S", "method": "the ωB97M-V functional and the def2-TZVPD basis", "species": ["C", "O", "C", "C", "C", "C", "C", "C", "N", "C", "C", "C", "C", "C", "C", "C", "S", "O", "O", "C", "C", "C", "C", "C", "C", "O", "N", "C", "C", "C", "C", "C", "C", "O", "C", "C", "C", "H", "H", "H", "H", "H", "H", "H", "H", "H", "H", "H", "H", "H", "H", "H", "H", "H", "H", "H", "H", "H", "H", "H", "H", "H", "H"], "xyz": [[-1.80328, -2.20872, 0.78810], [-0.78194, -2.01465, -0.16196], [-0.57842, -2.98194, -1.11083], [-1.33545, -4.14171, -1.21044], [-1.10262, -5.04988, -2.23001], [-0.10986, -4.81691, -3.16217], [0.66714, -3.67688, -3.05841], [0.45327, -2.76102, -2.04074], [1.26358, -1.60659, -2.01805], [1.89795, -1.19615, -0.78009], [2.72668, -2.33536, -0.25273], [3.76593, -2.84301, -1.02287], [4.50960, -3.91763, -0.57246], [4.22251, -4.49603, 0.65347], [3.18778, -3.99647, 1.42417], [2.44008, -2.92294, 0.97027], [0.77863, -0.41296, -3.07525], [1.67144, 0.69613, -2.90520], [0.62768, -0.99372, -4.37268], [-0.83529, 0.01128, -2.42709], [-1.94338, -0.69945, -2.84406], [-3.16073, -0.46438, -2.22377], [-3.23909, 0.44666, -1.18583], [-2.11186, 1.14575, -0.75415], [-2.29686, 2.09932, 0.38523], [-3.38789, 2.54683, 0.66649], [-1.14825, 2.36890, 1.07406], [-0.95632, 3.22215, 2.15857], [0.33464, 3.31595, 2.68395], [0.60290, 4.14201, 3.75366], [-0.41638, 4.89814, 4.33333], [-0.20851, 5.80825, 5.48576], [1.20515, 5.96382, 5.99411], [-1.13277, 6.40242, 5.99577], [-1.70385, 4.79525, 3.80240], [-1.98092, 3.97398, 2.73099], [-0.89849, 0.92973, -1.40058], [-1.78865, -1.32274, 1.42173], [-2.78425, -2.28843, 0.31102], [-1.61759, -3.09604, 1.40105], [-2.12494, -4.34054, -0.50349], [-1.71037, -5.93993, -2.29067], [0.06534, -5.51958, -3.96132], [1.44550, -3.46499, -3.77254], [2.52755, -0.34480, -1.05085], [1.16270, -0.88054, -0.02959], [3.97959, -2.38819, -1.97849], [5.31615, -4.30580, -1.17659], [4.80366, -5.33513, 1.00610], [2.95914, -4.44547, 2.37975], [1.62846, -2.53790, 1.57146], [-1.83501, -1.40957, -3.64859], [-4.04295, -0.99761, -2.54404], [-4.17599, 0.63795, -0.68361], [-0.30960, 1.89999, 0.76013], [1.13266, 2.73464, 2.24177], [1.61122, 4.18994, 4.13330], [1.58001, 5.00811, 6.35417], [1.21304, 6.68071, 6.81107], [1.85508, 6.31779, 5.19712], [-2.48816, 5.38286, 4.25535], [-2.97902, 3.90846, 2.33243], [0.00624, 1.47238, -1.16952]], "atomic_forces_ev_per_a": [[-0.2, 0.0, 0.2], [0.3, -0.3, -0.5], [0.1, 0.1, 0.1], [-0.1, 0.1, 0.2], [0.0, 0.0, 0.0], [0.0, -0.1, -0.1], [-0.1, -0.1, 0.2], [-0.4, -0.6, 0.0], [-0.2, 0.8, -0.7], [0.3, 0.4, 0.4], [0.0, 0.0, 0.1], [0.0, 0.0, 0.1], [0.1, 0.0, -0.1], [0.0, -0.1, 0.1], [0.0, -0.1, 0.1], [0.0, 0.1, -0.1], [-0.1, 0.1, 0.0], [-0.1, 0.0, 0.3], [-0.3, -0.1, 0.1], [0.6, -0.2, -0.4], [0.0, 0.0, -0.2], [0.1, 0.0, 0.0], [0.1, 0.1, 0.1], [0.0, -0.2, -0.3], [0.1, -0.1, 0.0], [-0.1, 0.0, 0.0], [0.4, -0.2, -0.2], [0.0, 0.3, 0.4], [-0.1, -0.1, -0.1], [-0.2, 0.1, 0.1], [-0.4, -0.2, -0.3], [0.3, 0.1, 0.2], [-0.2, 0.2, 0.2], [0.0, 0.0, 0.0], [0.3, 0.0, 0.1], [-0.2, 0.0, -0.1], [-0.1, 0.2, 0.1], [0.0, -0.1, 0.0], [0.0, 0.0, 0.0], [0.0, 0.0, 0.0], [-0.1, 0.0, 0.1], [-0.1, -0.1, 0.0], [0.0, -0.1, -0.1], [0.1, 0.0, -0.1], [0.0, -0.1, 0.2], [0.2, 0.0, -0.1], [0.0, 0.0, -0.1], [0.1, 0.0, -0.1], [0.0, -0.1, 0.0], [0.0, 0.0, 0.1], [-0.1, 0.0, 0.0], [-0.1, -0.1, -0.1], [-0.1, 0.0, 0.0], [-0.1, 0.0, 0.0], [-0.2, 0.0, 0.0], [0.1, -0.1, 0.0], [0.1, 0.0, 0.0], [0.1, -0.1, 0.0], [0.0, 0.0, 0.0], [0.1, 0.0, -0.1], [-0.1, 0.0, 0.0], [0.0, 0.0, 0.0], [0.1, 0.1, 0.1]], "mulliken_charge": [-1.3393, 0.4541, 0.4610, -0.6874, -0.6611, -1.0164, -0.0867, -0.4542, 0.2371, -0.3031, 0.1437, -0.2422, -0.7624, -0.4053, -0.8558, -0.0664, 1.4188, -0.7246, -0.7179, -0.3842, -0.4020, -0.8822, -0.7373, 0.3475, 0.4885, -0.6867, 0.0744, 1.1586, -1.0115, -0.7082, 0.1490, 1.1131, -1.3863, -0.6071, -0.9339, -0.3757, -0.2197, 0.2193, 0.4163, 0.4045, 0.4720, 0.4362, 0.4311, 0.5249, 0.7699, 0.0087, 0.4560, 0.3982, 0.3946, 0.4012, 0.4210, 0.5248, 0.4507, 0.4673, -0.1610, 0.3770, 0.3388, 0.3680, 0.3412, 0.3841, 0.4423, 0.5145, 0.8099], "orbital_gap_ev": 8.722, "charge": 0, "relative_energy_kj_mol": 0.0, "max_force_ha_per_bohr": 0.021, "smiles": "COc1ccccc1N(Cc1ccccc1)S(=O)(=O)c1cccc(C(=O)Nc2ccc(C(C)=O)cc2)c1"}

=====

Record 2
{"formula": "C12H28O7P2", "method": "the ωB97M-V functional and the def2-TZVPD basis", "species": ["C", "C", "O", "O", "C", "C", "C", "C", "C", "C", "P", "P", "O", "O", "O", "H", "H", "H", "H", "H", "H", "H", "H", "H", "H", "H", "H", "H", "H", "H", "H", "H", "H", "C", "O", "C", "C", "O", "C", "H", "H", "H", "H", "H", "H", "H", "H", "H", "H"], "xyz": [[4.66083, 1.31825, 1.30429], [3.85698, 2.49468, 0.83135], [3.08009, 3.10675, 1.51094], [4.09212, 2.80688, -0.46929], [2.95296, 3.16423, -1.26986], [2.88744, 2.33691, -2.56401], [3.65634, 1.01357, -2.58926], [3.00937, -0.21389, -1.92222], [1.49240, -0.34560, -2.09453], [0.70687, 0.26831, -0.93301], [-1.11111, 0.04380, -1.18144], [-1.97775, 1.99746, -1.32421], [-3.43242, 1.85908, -1.46307], [-1.26810, 2.71445, -2.58251], [-1.44888, 2.90577, -0.12380], [4.90421, 1.43532, 2.35707], [4.04102, 0.42820, 1.18222], [5.56426, 1.18740, 0.71282], [2.05480, 3.08517, -0.65680], [3.05701, 4.21945, -1.52440], [1.83290, 2.18948, -2.81116], [3.29411, 2.95684, -3.36529], [4.63394, 1.17831, -2.13541], [3.84711, 0.76527, -3.63590], [3.27263, -0.25616, -0.86176], [3.47460, -1.09518, -2.37027], [1.20908, -1.39464, -2.20240], [1.18339, 0.15091, -3.01977], [0.90267, 1.34240, -0.90201], [1.02971, -0.13465, 0.02828], [-1.63381, -0.34427, 0.06618], [-1.78273, 2.51663, -3.37701], [-1.47394, 3.84921, -0.33156], [-4.19279, -3.80308, 4.11045], [-4.84095, -3.87349, 2.85573], [-5.16168, -2.60641, 2.30662], [-4.18227, -2.18906, 1.23336], [-2.88196, -1.96777, 1.76124], [-1.99046, -3.04008, 1.52795], [-3.83348, -4.80385, 4.34442], [-3.34508, -3.11325, 4.08929], [-4.88866, -3.48650, 4.89522], [-5.19494, -1.84529, 3.09317], [-6.15902, -2.67976, 1.86324], [-4.52140, -1.24953, 0.78725], [-4.14884, -2.94609, 0.44314], [-1.70851, -3.08258, 0.46861], [-2.42209, -4.00214, 1.81469], [-1.09598, -2.86151, 2.12341]], "atomic_forces_ev_per_a": [[0.2, 0.1, 0.0], [0.0, 0.5, 0.0], [-0.2, -0.2, 0.0], [-0.1, -0.8, -0.1], [0.0, 0.5, 0.1], [0.2, 0.2, 0.0], [-0.1, -0.1, 0.1], [0.1, -0.1, -0.1], [0.0, 0.0, 0.1], [0.0, 0.5, 0.0], [0.0, -0.8, -0.6], [-0.4, -0.1, 0.4], [0.0, 0.1, -0.1], [0.0, -0.1, 0.0], [0.2, 0.0, -0.2], [0.0, 0.0, 0.0], [0.0, 0.0, 0.0], [0.0, 0.0, 0.0], [0.1, -0.1, 0.0], [0.0, 0.0, 0.0], [0.0, 0.0, 0.0], [0.0, 0.0, 0.0], [0.0, 0.0, -0.1], [-0.1, 0.0, 0.0], [-0.1, 0.1, 0.0], [0.1, 0.0, 0.1], [0.0, 0.0, 0.0], [0.0, -0.1, 0.0], [0.0, 0.0, 0.2], [-0.1, -0.1, 0.0], [0.1, 0.3, 0.2], [0.1, 0.1, 0.0], [0.0, 0.0, 0.1], [0.0, 0.0, 0.0], [0.1, 0.0, 0.0], [-0.1, -0.1, 0.0], [0.0, 0.1, 0.0], [0.0, -0.1, 0.0], [0.0, 0.0, -0.1], [0.0, 0.0, 0.0], [0.0, 0.0, 0.0], [0.0, 0.0, 0.0], [0.0, 0.0, 0.0], [0.0, 0.0, 0.0], [0.0, 0.0, 0.0], [0.0, 0.0, 0.0], [0.0, 0.0, 0.0], [0.0, 0.0, 0.0], [0.0, 0.0, 0.0]], "mulliken_charge": [-1.0054, 0.8600, -0.5556, -0.3766, -0.6516, -0.3087, -0.8152, -0.4015, -0.9205, 0.5062, -0.1579, 0.8893, -0.6602, -0.5096, -0.4481, 0.3483, 0.1781, 0.3362, 0.2638, 0.4353, 0.0712, 0.4645, 0.3472, 0.4047, 0.0422, 0.3485, 0.5532, 0.3375, -0.6195, 0.4575, -0.0503, 0.3308, 0.3014, -0.6676, -0.3684, -0.6121, -0.4247, -0.3740, -0.8528, 0.2403, 0.2767, 0.3224, 0.3404, 0.3787, 0.3691, 0.3612, 0.3571, 0.4031, 0.2554], "orbital_gap_ev": 9.721, "charge": 0, "max_force_ha_per_bohr": 0.018, "smiles": "CC(=O)OCCCCCCPP(=O)(O)O.COCCOC"}

=====

Record 3
{"formula": "C14H28Cl8", "method": "the ωB97M-V functional and the def2-TZVPD basis", "species": ["C", "Cl", "Cl", "Cl", "Cl", "C", "Cl", "Cl", "Cl", "Cl", "C", "C", "C", "C", "C", "C", "H", "H", "H", "H", "H", "H", "H", "H", "H", "H", "H", "H", "H", "H", "C", "C", "C", "C", "C", "C", "H", "H", "H", "H", "H", "H", "H", "H", "H", "H", "H", "H", "H", "H"], "xyz": [[8.06691, -9.02991, 16.84494], [9.53834, -9.93733, 17.15070], [7.04963, -9.80821, 15.61759], [7.15763, -8.94582, 18.32897], [8.58723, -7.45299, 16.24716], [16.60853, -4.29998, 15.84558], [14.97861, -3.77386, 15.46626], [17.87378, -3.07070, 15.57481], [16.81757, -4.53927, 17.50881], [17.15217, -5.74811, 15.01807], [12.99247, -13.57638, 7.47604], [13.15898, -12.67566, 8.73529], [11.76931, -12.06637, 9.29071], [11.78619, -10.96477, 10.31964], [12.75848, -9.73410, 10.18420], [12.18763, -8.58373, 9.26003], [13.85392, -14.23528, 7.36716], [12.94093, -12.97914, 6.56569], [12.11784, -14.21762, 7.36684], [13.42380, -13.32926, 9.56640], [13.91166, -11.88982, 8.67175], [11.08538, -12.85310, 9.60915], [11.19706, -11.80975, 8.39921], [10.81717, -10.52260, 10.55114], [12.10032, -11.38891, 11.27333], [13.01568, -9.45158, 11.20504], [13.69002, -10.09505, 9.74824], [12.91117, -7.76907, 9.22952], [11.99659, -9.07664, 8.30681], [11.19100, -8.24723, 9.54569], [10.69581, 0.16551, 6.51326], [12.20523, 0.15637, 6.23493], [12.45740, -0.73464, 5.02554], [13.99397, -0.87404, 4.47283], [14.03763, -1.42101, 3.05174], [15.50840, -1.74307, 2.77151], [10.30639, -0.80683, 6.81494], [10.07543, 0.75534, 5.83847], [10.46397, 0.82338, 7.35085], [12.46814, 1.20119, 6.06960], [12.70860, -0.33151, 7.06961], [11.77134, -0.68833, 4.17980], [12.10755, -1.72916, 5.30237], [14.42681, 0.12634, 4.46888], [14.45120, -1.49018, 5.24704], [13.47507, -2.31593, 2.78580], [13.66001, -0.71294, 2.31408], [15.63701, -2.82484, 2.80793], [15.59418, -1.48074, 1.71703], [16.30977, -1.28450, 3.35084]], "atomic_forces_ev_per_a": [[0.2, -0.1, -0.4], [0.2, -0.5, -0.1], [0.2, 0.0, 0.0], [-0.3, 0.4, 0.4], [-0.3, 0.3, 0.1], [1.2, 0.5, -0.4], [0.3, -0.1, -0.3], [-0.2, 0.9, -1.3], [-0.8, -0.9, 2.6], [-0.6, -0.4, -0.6], [0.5, 0.8, -0.3], [-2.4, -0.7, 1.5], [0.1, -0.4, -2.3], [1.3, 1.1, 1.1], [-1.0, -0.4, -1.0], [0.4, -1.7, 1.0], [0.1, 0.1, 0.0], [0.2, 0.3, 0.0], [-0.2, 0.1, 0.9], [0.6, -0.1, 0.0], [-0.1, -0.2, -0.4], [0.5, -0.5, 0.6], [0.1, 0.9, -0.3], [-0.4, -0.4, -0.4], [-0.1, -0.4, 0.1], [-0.2, 0.5, -0.1], [0.1, 0.2, -0.1], [-0.3, 0.1, -0.4], [0.5, 0.4, -0.4], [0.2, 0.2, 0.5], [-0.2, 1.1, 1.4], [-1.4, -0.4, -1.1], [1.5, -1.1, -1.0], [-3.9, 0.3, 1.0], [1.1, 0.1, 0.7], [-0.3, -0.7, -1.7], [-0.2, 0.0, -0.6], [0.1, -0.9, -1.1], [0.5, -0.2, 0.8], [0.6, -0.1, 0.1], [0.2, 0.6, 0.2], [0.0, 1.4, -0.3], [0.5, -0.5, 0.6], [0.2, -0.1, 0.1], [0.6, -0.1, -0.4], [-0.3, -0.2, 0.8], [0.1, 0.5, 0.3], [0.3, 0.0, 0.2], [0.9, -0.1, -0.1], [-0.4, 0.3, 0.1]], "mulliken_charge": [0.3866, -0.0987, -0.1003, -0.0911, -0.0967, 0.4064, -0.0844, -0.1232, -0.0999, -0.0989, -1.2756, -0.1201, -0.8027, -0.7886, -0.3903, -1.1011, 0.3477, 0.3355, 0.3307, 0.2341, 0.2387, 0.4119, 0.4281, 0.3703, 0.2884, 0.3595, 0.2045, 0.3278, 0.2913, 0.3101, -1.3610, -0.1375, -1.0527, -0.6450, -0.4597, -1.1374, 0.3469, 0.3492, 0.4012, 0.3166, 0.2356, 0.5128, 0.3176, 0.3483, 0.3232, 0.3741, 0.3200, 0.2809, 0.3209, 0.3458], "orbital_gap_ev": 10.394, "charge": 0, "relative_energy_kj_mol": 219.5, "max_force_ha_per_bohr": 0.078}